No. 1
ORCA calculation (ωB97M-V/def2-TZVPD) on a cluster of 5 separate species, C18H34N3O5S in total.

XYZ file:
```
61
Properties=species:S:1:pos:R:3
S -4.8278 -0.4996 1.5437
O -1.0063 3.1916 -1.5048
O 3.3342 2.9611 -1.2715
O 2.9264 5.1423 2.7273
O -0.5782 -6.5312 1.0710
O -0.9239 -2.8742 -1.4119
N -4.9272 -1.5394 0.1806
N -5.7788 -2.8514 -1.2648
N -2.5837 -1.5467 -0.4173
C 2.9676 2.3983 -0.2637
C 0.4569 -7.1325 0.8742
C 1.1935 -7.8159 1.9967
C -4.4311 -2.7899 -1.5599
C 2.0753 3.0757 0.7412
C -3.8913 -1.9656 -0.6501
C -6.0546 -2.0991 -0.2249
C 1.0605 -7.2276 -0.5037
C 4.8868 6.2156 1.9236
C -1.8402 -3.7202 0.6221
C 3.9581 6.6027 4.2933
C 3.3903 0.9789 0.0370
C -1.5370 4.5955 -3.3467
C -0.8684 3.4161 -2.6868
C -2.1720 -0.4186 -1.2794
C 3.8332 5.9104 2.9591
C -1.6993 -2.6940 -0.5093
C -0.0185 2.5285 -3.5617
H -2.1128 5.1458 -2.6053
H -3.0078 0.2547 -1.4828
H -1.9928 -3.1414 1.5396
H 0.4307 -6.6937 -1.2129
H -2.2112 4.2512 -4.1327
H 1.1282 -8.2725 -0.8096
H 0.4022 1.7240 -2.9610
H -0.9502 -4.3356 0.6531
H -0.6274 2.0949 -4.3575
H 3.9490 0.9466 0.9736
H 1.8508 4.0833 0.4026
H 4.9023 6.3309 4.7677
H -4.2875 -1.2723 2.5195
H 3.1385 6.2934 4.9387
H 2.1930 -7.3910 2.0998
H -2.7497 -4.2995 0.4369
H -1.7100 -0.7160 -2.2236
H 5.8710 5.9274 2.2964
H 4.8800 7.2806 1.6871
H -1.4509 0.1858 -0.7225
H 2.5753 3.1362 1.7047
H 0.7991 3.1051 -3.9957
H 1.1396 2.5201 0.8378
H 4.6760 5.6529 1.0157
H 2.5114 0.3357 0.1095
H -0.7843 5.2604 -3.7724
H -3.9121 -3.3228 -2.3400
H 2.0544 -6.7777 -0.5072
H 4.0283 0.6136 -0.7657
H 0.6508 -7.6684 2.9282
H 1.2669 -8.8859 1.7974
H -6.4895 -3.3976 -1.7313
H 3.9115 7.6843 4.1582
H -7.0177 -1.9633 0.2407
```

Output
ΔE to the lowest compared entry with this formula, charge and spin ... 5.6 kcal/mol
Orbital gap ... 7.50 eV
LUMO level ... -3.18 eV
Total charge ... +1

No. 2
ORCA calculation (ωB97M-V/def2-TZVPD) on a structure of composition C45H89BMnN7Si6Te.

XYZ file:
```
150
Properties=species:S:1:pos:R:3
Te 0.5864 -1.5752 0.0253
Mn -0.0643 0.8417 0.2047
Si 1.2247 -3.9561 -0.1251
Si 1.5134 -4.9501 -2.2188
Si -0.4993 -5.0603 0.9845
Si 2.8182 1.2921 -2.3521
Si 3.4120 1.8387 0.6617
Si 3.2235 -4.3941 0.9965
N -2.5265 3.3812 -0.5078
N -2.9088 0.4053 0.5911
N -0.8697 0.9693 2.5099
N -2.1800 0.3642 -0.5730
N 0.4357 3.0565 0.2507
N -3.3739 2.9373 0.4610
N -1.8155 1.9608 2.3184
C 1.8019 -6.7957 -1.9614
C -2.6148 4.9883 -2.4116
C -0.3583 1.1914 3.7323
C -2.6714 -0.6199 -1.3127
C 0.4672 0.2145 4.5689
C -2.7870 3.9506 3.4716
C 1.4878 3.0392 -0.6020
C -1.1533 4.5660 -2.6551
C -3.4642 4.6047 -3.6313
C 2.1565 1.7331 -0.6993
C -2.0243 -2.3648 -2.9852
C 3.0176 -4.3026 -3.1343
C 0.1126 -4.8717 -3.4706
C -0.9014 2.3733 4.2736
C -3.1903 4.2879 -1.1974
C -5.7633 3.2791 1.2400
C 5.0216 2.7127 0.1679
C -2.0869 -4.9560 -0.0063
C 2.8183 2.9751 2.0391
C -4.5814 3.5591 0.3622
C 4.5406 1.9170 -2.8365
C -0.1558 4.2173 0.5701
C -4.7068 -0.8767 1.7635
C 2.9658 -0.5552 -2.6187
C -3.8093 -0.5953 0.5986
C 1.7246 1.9293 -3.7450
C 0.2453 5.4322 0.0590
C 4.0093 0.1907 1.3184
C -1.8243 2.8137 3.3619
C 1.8940 4.2469 -1.2151
C 3.0858 -3.8818 2.7975
C -3.5210 -0.4575 -3.6020
C -0.8535 -4.2242 2.6224
C 3.7312 -6.2130 1.0091
C -0.2180 0.1186 5.9408
C 4.6655 -3.4620 0.2418
C 1.2835 5.4343 -0.8738
C -0.1724 -6.8760 1.3713
C -3.6952 -1.2723 -0.5984
C 0.4896 -1.1794 3.9564
C -2.2975 -0.8747 -2.7658
C -4.5047 4.4401 -0.6865
C 1.9060 0.6975 4.7761
C -1.0872 -0.0402 -3.2241
C -2.6912 6.5079 -2.2032
B -3.0716 1.7314 1.3956
H -0.4577 5.2558 -2.1710
H -0.3497 0.0692 -2.4443
H -4.5076 4.9055 -3.5003
H -1.9891 -5.4160 -1.0010
H 3.5258 2.9645 2.8759
H 3.9052 -4.2498 -2.4883
H -0.9255 4.5549 -3.7258
H 0.8280 -1.1595 2.9266
H -4.2888 -2.1205 -0.9138
H 2.3965 0.0820 5.5381
H -1.2790 -0.1189 5.8290
H 4.8423 3.5642 -0.5048
H 0.0187 -4.2463 3.2926
H 2.7027 -6.9958 -1.3666
H 4.6801 2.9943 -2.6653
H 1.9321 1.7425 5.1033
H -1.1081 -3.1701 2.4436
H 4.0729 -3.6191 3.1978
H 0.2612 -5.6655 -4.2120
H -1.8321 -2.5544 -4.0470
H 4.6205 0.3311 2.2238
H 3.1950 -0.5086 1.5409
H 5.4977 -3.3979 0.9535
H -0.1298 1.0510 6.5094
H 1.9821 -1.0256 -2.7415
H 0.2560 -0.6801 6.5244
H -0.6656 2.8303 5.2254
H -0.5935 -0.5243 -4.0735
H -1.0062 -7.2942 1.9485
H 1.6874 3.0275 -3.7749
H 1.1644 -1.8171 4.5355
H 4.3690 -2.4414 -0.0274
H -5.5759 -0.2110 1.7807
H -5.5835 3.5611 2.2796
H -2.8816 -2.9757 -2.6783
H 0.9543 -7.2661 -1.4415
H 4.2452 -6.4891 0.0788
H 2.8330 -3.2896 -3.5135
H 4.4170 -6.3978 1.8455
H -1.1549 -2.6807 -2.4058
H -1.6966 -4.7098 3.1300
H 2.8663 -6.8838 1.1230
H -2.1138 6.7937 -1.3188
H -0.9859 4.1573 1.2622
H 2.7697 4.0022 1.6490
H -3.2893 -0.5303 -4.6721
H 0.6919 1.5666 -3.6560
H 1.9172 -7.2839 -2.9363
H -6.0341 2.2219 1.2295
H -5.0626 -1.9064 1.7023
H 5.7212 2.0314 -0.3331
H -2.9100 -5.4510 0.5258
H 2.4730 0.6138 3.8506
H -0.9598 3.5730 -2.2457
H -4.1684 -0.7473 2.7051
H -2.8873 4.4910 2.5271
H -4.3819 -1.0993 -3.3860
H -3.7793 3.5807 3.7450
H 4.6513 -0.2720 0.5548
H -1.4002 0.9653 -3.5315
H -0.8784 -5.0075 -3.0143
H 2.7241 4.2248 -1.9125
H 5.0275 -3.9558 -0.6691
H -3.4416 3.5220 -3.7845
H -2.4535 4.6443 4.2446
H 5.5140 3.0991 1.0715
H 3.5637 -0.7399 -3.5256
H 5.3324 1.3919 -2.2857
H 2.6623 -4.6893 3.4107
H 1.8234 2.7246 2.4223
H 3.2474 -4.9581 -3.9839
H -5.2887 5.1005 -1.0338
H -3.8006 0.5761 -3.3742
H 3.4579 -1.0584 -1.7730
H -3.7250 6.8413 -2.0620
H -4.0450 1.6230 2.1056
H 1.6140 6.3648 -1.3203
H -2.3479 -3.8968 -0.1485
H -2.2745 7.0305 -3.0729
H 0.1057 -3.9069 -3.9924
H 2.4343 -3.0038 2.8987
H -0.2477 6.3446 0.3656
H 4.6908 1.7234 -3.9069
H -0.0518 -7.4764 0.4583
H -6.6126 3.8560 0.8749
H 2.1299 1.5779 -4.7017
H 0.7457 -6.9901 1.9667
H -0.5064 -1.6283 3.9645
H -3.0737 5.0905 -4.5321
```

Output
2S+1 ... 6
ΔE to the lowest compared entry with this formula, charge and spin ... 26.2 kcal/mol
⟨S²⟩ ... 8.76
Orbital gap (alpha / beta) ... 6.31 / 6.48 eV
LUMO level (alpha / beta) ... 2.29 / 2.29 eV
Total charge ... -1

No. 3
ORCA calculation (ωB97M-V/def2-TZVPD) on a cluster of 4 separate species, C7H21IN3O3 in total.

XYZ file:
```
35
Properties=species:S:1:pos:R:3
I 23.2643 12.9691 -28.0945
O 21.6622 14.5158 -25.2169
O 19.1190 11.3986 -29.8843
O 23.7859 8.9744 -32.4454
N 25.6407 11.6822 -30.8167
N 17.7341 10.5176 -28.3385
N 19.6994 11.5807 -27.6876
C 21.2568 13.2151 -24.8270
C 24.0417 10.2582 -31.9198
C 25.3808 10.2740 -31.2009
C 25.3962 9.3921 -29.9414
C 18.8733 11.1931 -28.6970
C 21.5921 13.0178 -23.3382
C 22.5201 8.4640 -32.1716
H 20.6220 11.9171 -27.9470
H 21.6261 11.9554 -23.0787
H 23.2634 10.5781 -31.2176
H 26.6006 11.7825 -30.5096
H 21.9760 14.4499 -26.1375
H 17.1631 10.2651 -29.1217
H 20.1774 13.1587 -25.0041
H 19.6681 11.1394 -26.7858
H 22.4485 7.4265 -32.4996
H 17.5390 10.2870 -27.3849
H 26.4028 9.3099 -29.5330
H 21.7678 12.4127 -25.3622
H 25.0661 11.8725 -29.9962
H 22.6218 13.3388 -23.1853
H 22.3103 8.4875 -31.0949
H 24.6952 9.7620 -29.1943
H 25.0808 8.3839 -30.2435
H 20.8338 13.5273 -22.7476
H 26.1803 9.9926 -31.8901
H 21.6633 8.9685 -32.6373
H 24.1183 11.0366 -32.6857
```

Output
ΔE to the lowest compared entry with this formula, charge and spin ... 0.0 kcal/mol
Orbital gap ... 7.33 eV
LUMO level ... 2.96 eV
Total charge ... -1

No. 4
ORCA calculation (ωB97M-V/def2-TZVPD) on a structure of composition C18H31ClNO2P2Yb.

XYZ file:
```
56
Properties=species:S:1:pos:R:3
Yb -0.3396 -0.3671 0.9758
Cl -1.4174 1.4605 3.0400
P 2.3217 0.4522 1.3154
P -2.4864 0.0875 -0.8040
O -0.5322 0.9811 -6.3024
O 1.0675 -0.4104 -1.8958
N -0.0451 1.9649 -0.1239
C -0.8573 -4.3995 1.4838
C 1.1070 4.0900 -0.1559
C -0.5806 -3.0725 1.3012
C -4.0099 0.5372 0.1285
C -2.0377 1.6750 -1.4941
C 0.2104 4.6120 -1.0925
C 1.2288 -5.0634 0.3936
C -0.8078 3.8127 -1.5548
C -3.1917 -0.7997 -2.2324
C -0.9730 2.4871 -1.0427
C 0.9674 2.7808 0.2702
C 0.6438 -2.6216 0.5671
C 1.8857 2.2719 1.3707
C 1.5297 -3.7553 0.1032
C 0.0422 -5.4144 1.0759
C 3.8635 0.5981 0.3493
C 2.9717 0.2081 3.0012
C -1.2829 -0.2089 3.3673
H 2.8323 2.8415 1.3788
H 3.1702 -0.8679 3.1224
H 0.6627 0.3612 -1.4733
H 1.3789 2.4434 2.3499
H -1.2481 1.5785 -6.5632
H 1.2761 -1.8914 1.0901
H -1.3688 -2.3201 1.5306
H -4.7714 0.8456 -0.5923
H -1.5374 4.1712 -2.2823
H -3.7658 1.3617 0.8280
H 2.2234 0.5062 3.7480
H -2.6763 2.1035 -2.2699
H -3.3473 -1.8475 -1.9400
H -0.6023 -0.3833 4.1938
H 4.1968 -0.4124 0.0733
H -0.2283 -6.4606 1.1936
H 0.2985 5.6373 -1.4376
H 0.2270 1.5644 -6.1049
H -1.8375 -4.6834 1.8742
H -4.1561 -0.3857 -2.5569
H 4.6352 1.0955 0.9532
H 3.6744 1.1693 -0.5705
H 0.3909 -0.7193 -2.5097
H -2.2885 -0.6466 3.5057
H -2.4854 -0.7940 -3.0727
H 1.9153 4.6888 0.2389
H 0.2596 -1.9338 -0.2215
H 1.8640 -5.8797 0.0354
H 3.9059 0.7657 3.1447
H -4.3460 -0.3358 0.7042
H 2.4702 -3.4785 -0.4149
```

Output
2S+1 ... 2
ΔE to the lowest compared entry with this formula, charge and spin ... 32.9 kcal/mol
⟨S²⟩ ... 0.79
Orbital gap (alpha / beta) ... 3.96 / 1.73 eV
LUMO level (alpha / beta) ... -0.28 / -2.50 eV
Total charge ... 0

No. 5
ORCA calculation (ωB97M-V/def2-TZVPD) on a structure of composition C31H38NO2Sc.

XYZ file:
```
73
Properties=species:S:1:pos:R:3
Sc 1.4962 0.9002 0.8808
O -1.7972 -4.7523 -2.2724
O -0.6149 -0.5866 -0.8445
N 0.7818 3.3541 1.1612
C -1.7754 -6.1040 -2.8256
C -3.2745 -6.3511 -2.5892
C -1.5405 2.7969 0.6796
C -3.2435 -4.9459 -2.0141
C 0.6886 -0.7574 2.3939
C -3.3085 4.3423 1.3076
C 3.5938 6.4697 1.5775
C 3.3096 1.9932 -0.0916
C -2.0334 -0.6794 -0.5703
C -2.3527 5.2350 1.8142
C -1.3620 -6.1874 -4.2646
C 3.6591 5.3551 2.4225
C -0.5482 3.7007 1.1820
C 2.8265 -0.1587 -0.8027
C 3.6812 0.6193 0.0553
C -0.9714 -7.0968 -2.0414
C 0.0870 0.4958 2.7424
C 2.1047 -0.6490 2.5748
C 1.9224 0.7376 -1.4590
C -2.8857 3.1295 0.7411
C 2.7548 4.3031 2.2653
C 2.2367 2.0678 -1.0464
C 1.1382 1.3713 3.1465
C -2.3663 -2.1097 -0.9248
C 2.6276 6.5250 0.5707
C -0.0021 -1.8993 -0.7018
C 1.7404 4.3570 1.2743
C -1.1133 -2.8794 -0.4172
C 1.7208 5.4814 0.4062
C 2.3876 0.6766 3.0350
C -0.9987 4.9263 1.7493
H -2.6578 6.1859 2.2621
H 0.7608 -1.9162 0.1031
H -3.5007 -4.9026 -0.9490
H -3.3124 -2.4737 -0.5238
H 4.4075 5.2915 3.2090
H -2.5588 0.0727 -1.1888
H -4.3656 4.5979 1.3503
H -3.6290 2.4278 0.3400
H 2.8306 -1.4465 2.4343
H 0.4897 -2.1517 -1.6538
H -3.8223 -4.1887 -2.5617
H -0.3112 -5.9156 -4.4027
H -1.2052 1.8486 0.2411
H 2.9186 -1.2275 -0.9893
H -0.9322 -3.8016 -0.9671
H -1.2622 -7.1301 -0.9894
H 2.7979 3.4360 2.9229
H -1.9602 -5.5383 -4.9119
H -0.9733 0.7086 2.7743
H 4.3036 7.2899 1.7079
H -1.1571 -8.0961 -2.4802
H 3.3605 1.0607 3.3275
H 0.9609 5.5098 -0.3760
H -3.4385 -7.1372 -1.8499
H -3.8521 -6.4598 -3.5071
H -2.4017 -2.2233 -2.0264
H 3.8041 2.8388 0.3819
H 2.5682 7.3867 -0.0992
H -2.2032 -0.4846 0.5040
H 0.1340 -1.6613 2.1327
H 1.7822 2.9737 -1.4324
H 1.0002 2.3804 3.5315
H -1.4752 -7.2369 -4.5879
H 1.1787 0.4744 -2.2076
H -1.1944 -3.1277 0.6573
H 0.1050 -6.9096 -2.0963
H -0.2546 5.6190 2.1433
H 4.4964 0.2456 0.6625
```

Output
ΔE to the lowest compared entry with this formula, charge and spin ... 0.0 kcal/mol
Orbital gap ... 6.43 eV
LUMO level ... 0.29 eV
Total charge ... 0

No. 6
ORCA calculation (ωB97M-V/def2-TZVPD) on a cluster of 3 separate species, C5H14O2 in total.

XYZ file:
```
21
Properties=species:S:1:pos:R:3
O -0.8925 -3.5551 -1.4530
O 2.3266 2.9424 -0.7137
C 0.3609 -1.5415 1.5407
C -0.1530 -0.1562 0.9117
C 0.4249 1.2095 1.2037
C -0.8897 -0.3641 -0.2243
C -1.6392 0.7268 -0.9236
H -0.0018 1.9076 1.9606
H 1.6092 3.1937 -1.2881
H 0.6998 1.6664 0.2927
H 0.1216 -1.8013 2.5575
H 1.5225 -1.6614 1.4991
H -2.7428 0.5489 -0.7839
H -1.4481 1.7331 -0.5265
H 1.5048 1.0542 1.4423
H -0.4024 -4.2009 -1.8556
H 2.7247 3.7702 -0.2288
H -1.5990 0.9128 -1.9553
H -0.5138 -2.6992 -1.7531
H 0.0483 -2.2791 0.7296
H -1.0612 -1.4066 -0.4321
```

Output
ΔE to the lowest compared entry with this formula, charge and spin ... 47.5 kcal/mol
SMILES ... CC=C(C)C.O.O
Orbital gap ... 9.32 eV
LUMO level ... 0.66 eV
Total charge ... 0

No. 7
ORCA calculation (ωB97M-V/def2-TZVPD) on a structure of composition C14H21IrN5O6S3.

XYZ file:
```
50
Properties=species:S:1:pos:R:3
Ir -0.5222 0.7935 0.0434
S 0.4470 -2.1554 0.5636
S 1.7111 1.5056 0.1500
S -1.0054 0.0440 2.8610
O 0.2194 0.6941 2.3505
O -0.4751 -1.2272 -0.2696
O -1.5318 0.5552 4.0745
O -1.9168 0.2458 1.6581
O 0.7693 -3.3011 -0.2163
O 1.5448 -1.3404 1.0820
N -0.7958 2.7979 0.5101
N -0.3441 1.5039 -1.8954
N 3.2131 1.4351 -2.0302
N -2.4933 0.3723 -0.7232
N 3.2501 -0.5307 -0.7955
C -0.9633 3.6225 -0.7220
C -0.1890 3.0093 -1.8712
C 2.7857 0.7097 -1.0133
C -1.4176 -2.2275 4.1835
C -1.5422 -3.6022 4.3702
C 4.2025 -1.0736 -1.5601
C -2.7713 1.0836 -1.9856
C -0.8832 -1.7243 3.0098
C -1.1551 -4.4757 3.3772
C 4.7277 -0.3348 -2.5943
C -0.4558 -2.6232 2.0095
C -1.4866 1.0394 -2.7678
C 4.1788 0.9226 -2.8039
C -0.6044 -3.9843 2.1958
H -0.5247 3.4126 -2.8253
H -1.6204 2.9005 1.1018
H -3.5750 0.6000 -2.5415
H 2.7417 -1.0646 -0.0472
H 4.5158 1.5472 -3.6223
H -1.7507 -1.5444 4.9508
H 5.5100 -0.7289 -3.2252
H -0.2616 -4.6606 1.4251
H -3.2172 0.4826 -0.0156
H -3.0865 2.0992 -1.7631
H -2.0286 3.6683 -0.9322
H -1.5259 1.6588 -3.6627
H -1.9567 -3.9726 5.2977
H 0.8742 3.2087 -1.7613
H -2.4314 -0.6327 -0.9001
H 0.4981 1.1340 -2.3337
H -1.2608 -5.5433 3.5111
H -1.2586 0.0149 -3.0653
H -0.0193 3.1271 1.0842
H 4.5035 -2.0834 -1.3154
H -0.6225 4.6427 -0.5505
```

Output
2S+1 ... 2
ΔE to the lowest compared entry with this formula, charge and spin ... 8.4 kcal/mol
⟨S²⟩ ... 0.76
Orbital gap (alpha / beta) ... 7.80 / 6.39 eV
LUMO level (alpha / beta) ... -7.24 / -8.62 eV
Total charge ... +2